ORCA calculation (ωB97M-V/def2-TZVPD) on 13 unconnected molecules or ions with the total composition C69H159N5O13 in a non-equilibrium geometry.

The value obtained for the relative energy (zero: lowest compared OMol25 entry of this formula, charge and spin) is 511.0 kJ/mol.

Structure (ORCA input):
```
! wB97M-V def2-TZVPD RIJCOSX def2/J DEFGRID3
* xyz 0 1
C -2.492 0.391 -4.712
C -2.456 0.509 -6.172
C -3.010 -0.734 -6.918
O -3.228 1.616 -6.563
H -2.004 -0.507 -4.332
H -3.501 0.344 -4.301
H -1.917 1.121 -4.142
H -1.449 0.774 -6.495
H -2.402 -1.624 -6.753
H -3.148 -0.610 -7.992
H -3.934 -1.032 -6.422
H -2.748 2.442 -6.466
C 1.314 -1.433 5.564
C 0.886 -1.653 7.011
C 0.710 -0.327 7.723
O -0.374 -2.354 6.952
H 2.299 -0.966 5.575
H 0.535 -0.768 5.188
H 1.355 -2.263 4.858
H 1.598 -2.204 7.625
H -0.242 0.135 7.462
H 1.465 0.427 7.500
H 0.598 -0.488 8.795
H -0.309 -3.166 6.446
C -5.479 -1.798 -1.227
C -5.920 -1.056 -2.521
C -6.189 -2.022 -3.703
O -7.143 -0.348 -2.351
H -4.463 -2.190 -1.259
H -6.018 -2.666 -0.847
H -5.544 -1.084 -0.406
H -5.118 -0.389 -2.838
H -6.685 -1.675 -4.610
H -6.826 -2.882 -3.496
H -5.226 -2.458 -3.967
H -7.066 0.435 -2.902
C -8.102 0.788 1.490
C -7.491 2.205 1.454
C -8.402 3.098 0.656
O -7.480 2.706 2.785
H -7.481 0.085 2.046
H -8.070 0.358 0.489
H -9.130 0.752 1.850
H -6.473 2.253 1.066
H -8.258 4.178 0.652
H -9.362 3.050 1.171
H -8.528 2.744 -0.367
H -8.088 2.208 3.336
C 5.771 -2.173 2.050
C 6.026 -1.461 0.717
C 4.817 -0.574 0.551
O 7.080 -0.631 0.894
H 6.422 -3.035 2.194
H 4.736 -2.507 2.125
H 5.933 -1.510 2.899
H 6.185 -2.104 -0.148
H 4.972 0.220 1.282
H 3.852 -1.076 0.478
H 4.784 -0.066 -0.413
H 6.864 -0.119 1.677
C -4.393 4.412 2.806
C -5.226 5.414 2.024
C -5.268 5.103 0.523
O -6.527 5.343 2.522
H -4.374 4.650 3.869
H -3.355 4.456 2.476
H -4.831 3.416 2.742
H -4.801 6.413 2.128
H -5.333 4.026 0.369
H -4.584 5.578 -0.181
H -6.225 5.430 0.116
H -6.847 4.438 2.516
C -1.487 6.447 -0.304
C 0.045 6.426 -0.445
C 0.671 7.860 -0.673
O 0.463 5.909 0.793
H -1.807 5.406 -0.346
H -1.968 7.076 -1.052
H -1.789 6.968 0.605
H 0.341 5.742 -1.241
H 0.692 8.456 0.240
H 0.075 8.427 -1.388
H 1.713 7.819 -0.991
H -0.064 6.342 1.469
C 1.659 4.306 5.250
C 1.181 4.140 3.823
C -0.326 4.246 3.604
O 1.843 5.164 3.111
H 1.398 3.431 5.845
H 1.213 5.183 5.718
H 2.729 4.456 5.399
H 1.566 3.235 3.353
H -0.649 4.023 2.587
H -0.833 5.134 3.980
H -0.676 3.444 4.254
H 1.553 4.955 2.220
C -4.691 -1.138 3.893
C -4.033 -2.132 4.889
C -4.812 -3.386 4.983
C -4.711 -4.337 3.736
C -3.318 -4.813 3.606
C -2.340 -3.615 3.475
N -2.596 -2.563 4.490
O -1.722 -1.551 4.418
C -0.932 -4.247 3.514
C -2.539 -3.080 2.094
C -4.079 -1.393 6.274
H -5.635 -0.809 4.327
H -4.779 -1.465 2.857
H -4.062 -0.248 3.873
H -4.641 -3.873 5.944
H -5.865 -3.112 5.045
H -5.014 -3.868 2.800
H -5.458 -5.114 3.895
H -3.233 -5.519 2.780
H -2.980 -5.255 4.543
H -0.172 -3.579 3.110
H -0.698 -4.484 4.552
H -0.910 -5.134 2.880
H -3.425 -3.375 1.531
H -2.628 -1.994 2.080
H -1.667 -3.257 1.465
H -5.088 -1.154 6.609
H -3.500 -0.481 6.122
H -3.548 -1.958 7.040
H -1.261 -1.720 5.243
C 6.145 5.311 -4.684
C 5.866 5.194 -3.197
C 5.581 6.595 -2.713
C 5.062 6.664 -1.298
C 3.818 5.742 -1.117
C 3.934 4.298 -1.739
N 4.713 4.323 -2.975
O 4.806 3.077 -3.554
C 4.707 3.497 -0.648
C 2.484 3.696 -1.955
C 7.130 4.684 -2.420
H 6.683 6.188 -5.041
H 5.151 5.288 -5.130
H 6.630 4.421 -5.086
H 6.493 7.191 -2.718
H 4.803 7.018 -3.349
H 4.730 7.683 -1.098
H 5.849 6.422 -0.584
H 2.898 6.222 -1.449
H 3.568 5.768 -0.056
H 3.983 3.186 0.105
H 5.121 2.541 -0.970
H 5.340 4.035 0.057
H 1.830 3.902 -1.108
H 2.121 4.164 -2.870
H 2.569 2.624 -2.134
H 7.129 4.954 -1.364
H 8.114 5.038 -2.726
H 7.174 3.605 -2.568
H 5.426 2.697 -2.926
C 1.479 -6.262 1.568
C 2.485 -5.587 0.594
C 3.994 -5.888 0.946
C 4.480 -7.364 0.593
C 4.238 -7.576 -0.899
C 2.792 -7.293 -1.349
N 2.270 -6.007 -0.832
O 0.957 -5.738 -1.212
C 2.961 -7.022 -2.880
C 1.922 -8.491 -1.169
C 2.285 -4.063 0.659
H 0.427 -6.037 1.391
H 1.722 -6.020 2.603
H 1.484 -7.352 1.538
H 4.574 -5.146 0.397
H 4.216 -5.744 2.004
H 3.891 -8.091 1.152
H 5.543 -7.560 0.732
H 4.443 -8.623 -1.120
H 5.006 -6.996 -1.412
H 1.998 -6.923 -3.381
H 3.473 -6.066 -2.988
H 3.651 -7.694 -3.389
H 0.884 -8.480 -1.502
H 2.469 -9.306 -1.643
H 1.855 -8.793 -0.124
H 1.890 -3.781 1.635
H 1.559 -3.682 -0.059
H 3.045 -3.359 0.318
H 0.458 -6.392 -0.716
C 0.895 -1.059 1.882
C 0.272 -0.064 0.851
C 0.226 -0.714 -0.518
C -0.791 -0.032 -1.526
C -2.106 0.236 -0.847
C -2.072 1.020 0.475
N -1.091 0.329 1.337
O -1.062 0.972 2.586
C -1.688 2.489 0.138
C -3.432 1.008 1.133
C 1.223 1.082 0.636
H 1.910 -1.418 1.714
H 0.276 -1.955 1.931
H 0.924 -0.675 2.902
H 1.111 -0.698 -1.155
H 0.145 -1.800 -0.563
H -1.055 -0.638 -2.393
H -0.324 0.867 -1.929
H -2.635 -0.692 -0.629
H -2.677 0.694 -1.655
H -1.671 3.192 0.971
H -0.806 2.634 -0.485
H -2.503 2.833 -0.500
H -4.190 1.231 0.382
H -3.634 0.030 1.570
H -3.422 1.712 1.965
H 2.215 0.640 0.734
H 1.098 1.834 1.415
H 1.183 1.593 -0.325
H -1.627 0.454 3.164
C 2.032 1.011 -5.313
C 2.656 -0.301 -4.912
C 2.915 -0.285 -3.373
C 3.321 -1.636 -2.725
C 2.306 -2.740 -3.057
C 1.825 -2.764 -4.515
N 1.630 -1.409 -5.089
O 1.178 -1.398 -6.373
C 2.793 -3.612 -5.437
C 0.462 -3.419 -4.541
C 4.052 -0.534 -5.638
H 1.783 1.062 -6.373
H 2.622 1.844 -4.930
H 1.081 1.122 -4.791
H 3.637 0.454 -3.024
H 1.995 0.035 -2.883
H 3.347 -1.506 -1.643
H 4.357 -1.875 -2.963
H 1.437 -2.710 -2.400
H 2.877 -3.656 -2.909
H 2.869 -4.634 -5.066
H 2.397 -3.692 -6.450
H 3.787 -3.166 -5.483
H 0.183 -3.628 -5.574
H 0.478 -4.399 -4.066
H -0.298 -2.837 -4.021
H 4.752 -1.194 -5.126
H 4.445 0.467 -5.818
H 3.856 -0.968 -6.619
H 0.341 -0.930 -6.323
*
```

***

ORCA calculation (ωB97M-V/def2-TZVPD) on a single C18H19ClN4OS molecule.

The value obtained for the relative energy (zero: lowest compared OMol25 entry of this formula, charge and spin) is 24.9 kJ/mol. Its SMILES is Cc1ccc(Cl)cc1N1CCN(Cc2cc(=O)n3ccsc3n2)CC1.

Structure (ORCA input):
```
! wB97M-V def2-TZVPD RIJCOSX def2/J DEFGRID3
* xyz 0 1
C 2.652 -1.964 -2.696
C 1.874 -0.697 -2.502
C 1.729 0.182 -3.564
C 1.078 1.396 -3.432
C 0.567 1.729 -2.192
C 0.681 0.871 -1.117
C 1.326 -0.359 -1.251
N 1.475 -1.262 -0.190
C 0.710 -2.492 -0.287
C -0.612 -2.364 0.469
N -0.378 -2.125 1.886
C -1.451 -1.410 2.548
C -1.742 -0.034 1.996
C -2.769 0.191 1.121
C -3.033 1.483 0.565
O -3.912 1.811 -0.200
N -2.100 2.459 1.028
C -1.100 2.129 1.891
N -0.891 0.949 2.382
S -0.118 3.517 2.256
C -1.122 4.495 1.222
C -2.107 3.783 0.660
H -2.866 4.116 -0.024
H -0.902 5.534 1.094
H -3.440 -0.602 0.833
H -1.188 -1.318 3.603
H -2.353 -2.023 2.458
C 0.978 -1.711 2.191
C 1.587 -0.747 1.170
H 1.101 0.222 1.291
H 2.653 -0.609 1.395
H 1.595 -2.615 2.253
H 0.989 -1.232 3.170
H -1.200 -3.285 0.365
H -1.184 -1.544 0.006
H 0.497 -2.698 -1.335
H 1.296 -3.323 0.118
H 0.248 1.166 -0.175
Cl -0.250 3.243 -1.972
H 0.981 2.071 -4.267
H 2.153 -0.082 -4.522
H 3.461 -1.798 -3.403
H 2.022 -2.759 -3.095
H 3.067 -2.298 -1.749
*
```

***

ORCA calculation (ωB97M-V/def2-TZVPD) on a single C3H6N2O molecule in a non-equilibrium geometry.

The value obtained for the relative energy (zero: lowest compared OMol25 entry of this formula, charge and spin) is 137.3 kJ/mol. Its SMILES is N#C[C@H](O)CN.

Structure (ORCA input):
```
! wB97M-V def2-TZVPD RIJCOSX def2/J DEFGRID3
* xyz 0 1
N 0.485 0.742 0.935
C 0.686 -0.531 0.249
C -0.468 -0.741 -0.742
O -1.698 -0.922 -0.099
C -0.490 0.489 -1.579
N -0.430 1.568 -1.992
H 1.295 0.958 1.507
H 0.414 1.500 0.255
H 1.642 -0.624 -0.289
H 0.624 -1.347 0.978
H -0.289 -1.624 -1.362
H -1.741 -0.243 0.593
*
```

***

ORCA calculation (ωB97M-V/def2-TZVPD) on 8 unconnected molecules or ions with the total composition C34H46BF21N4O18.

Its SMILES is NB(O)C1=C(CC(N)(N)N)C(=O)OC1=O.CCOC(=O)C(F)(F)F.CCOC(=O)C(F)(F)F.CCOC(=O)C(F)(F)F.CCOC(=O)C(F)(F)F.CCOC(=O)C(F)(F)F.CCOC(=O)C(F)(F)F.CCOC(=O)C(F)(F)F.

Structure (ORCA input):
```
! wB97M-V def2-TZVPD RIJCOSX def2/J DEFGRID3
* xyz 0 1
N -0.146 1.188 -1.246
B 0.568 -0.011 -0.994
O 1.484 -0.466 -1.916
C 0.388 -0.717 0.416
C 1.274 -1.147 1.319
C 2.753 -1.232 1.320
C 3.458 0.171 1.570
N 3.627 0.911 0.335
N 2.706 0.996 2.498
N 4.766 -0.056 2.178
C 0.513 -1.420 2.578
O 0.925 -1.328 3.691
O -0.816 -1.541 2.260
C -0.959 -1.099 0.941
O -2.000 -1.197 0.376
H -0.653 1.537 -0.440
H -0.766 1.219 -2.045
H 1.518 -1.418 -2.042
H 3.080 -1.639 0.364
H 3.074 -1.931 2.092
H 2.790 1.410 0.060
H 3.907 0.321 -0.438
H 2.240 1.777 2.062
H 2.064 0.475 3.077
H 4.585 -0.320 3.140
H 5.221 -0.859 1.751
C 8.525 2.630 6.453
C 7.017 2.604 6.358
O 6.552 1.381 5.738
C 6.492 0.319 6.517
O 6.780 0.232 7.674
C 5.916 -0.871 5.714
F 6.493 -0.996 4.512
F 4.598 -0.686 5.519
F 6.080 -2.011 6.376
H 8.970 2.492 5.467
H 8.848 3.592 6.850
H 8.889 1.844 7.114
H 6.643 3.390 5.707
H 6.545 2.703 7.335
C 10.714 -1.447 -1.557
C 9.712 -0.553 -2.251
O 8.395 -1.160 -2.276
C 7.689 -1.050 -1.165
O 7.995 -0.514 -0.143
C 6.305 -1.714 -1.367
F 6.406 -2.920 -1.929
F 5.531 -0.949 -2.150
F 5.683 -1.849 -0.192
H 10.743 -2.428 -2.031
H 11.705 -0.999 -1.622
H 10.462 -1.574 -0.505
H 9.960 -0.411 -3.300
H 9.638 0.422 -1.772
C -4.478 1.280 3.037
C -4.948 1.488 1.617
O -5.033 2.898 1.284
C -3.895 3.482 0.963
O -2.809 2.980 0.921
C -4.147 4.960 0.576
F -4.951 5.566 1.452
F -4.730 5.010 -0.632
F -3.001 5.626 0.518
H -5.127 1.809 3.734
H -4.503 0.216 3.275
H -3.458 1.640 3.170
H -5.962 1.119 1.482
H -4.298 0.994 0.895
C -9.845 2.173 -1.137
C -10.750 1.201 -0.416
O -9.990 0.117 0.178
C -9.401 0.388 1.328
O -9.425 1.414 1.943
C -8.648 -0.865 1.841
F -7.925 -1.432 0.868
F -9.519 -1.770 2.301
F -7.824 -0.527 2.830
H -9.249 1.654 -1.888
H -10.449 2.931 -1.635
H -9.172 2.673 -0.441
H -11.433 0.704 -1.100
H -11.330 1.691 0.366
C -5.060 -2.133 -2.055
C -3.784 -2.809 -2.497
O -3.745 -2.979 -3.937
C -3.379 -1.917 -4.631
O -3.057 -0.842 -4.217
C -3.368 -2.260 -6.141
F -4.475 -2.918 -6.505
F -2.312 -3.039 -6.421
F -3.277 -1.154 -6.871
H -5.930 -2.691 -2.402
H -5.083 -2.086 -0.966
H -5.120 -1.118 -2.446
H -3.710 -3.819 -2.102
H -2.906 -2.246 -2.183
C 1.423 -0.444 6.846
C 1.733 0.860 6.151
O 1.816 1.964 7.089
C 2.961 2.085 7.736
O 3.940 1.406 7.632
C 2.901 3.318 8.671
F 1.760 3.352 9.368
F 2.978 4.441 7.942
F 3.917 3.303 9.527
H 0.503 -0.368 7.426
H 1.302 -1.220 6.092
H 2.232 -0.732 7.516
H 0.933 1.144 5.471
H 2.666 0.808 5.590
C -4.384 -2.071 -10.087
C -3.111 -2.773 -10.495
O -2.993 -2.863 -11.936
C -2.558 -1.777 -12.551
O -2.240 -0.734 -12.060
C -2.460 -2.044 -14.074
F -3.556 -2.653 -14.537
F -1.406 -2.835 -14.324
F -2.298 -0.906 -14.737
H -5.251 -2.568 -10.522
H -4.479 -2.092 -9.003
H -4.381 -1.032 -10.413
H -3.101 -3.808 -10.161
H -2.228 -2.272 -10.099
*
```

***

ORCA calculation (ωB97M-V/def2-TZVPD) on a gas-phase ion, C2HN2 (charge +1) in a non-equilibrium geometry.

The value obtained for the relative energy (zero: lowest compared OMol25 entry of this formula, charge and spin) is 77.2 kJ/mol. Its SMILES is C#C[N+]#N.

Structure (ORCA input):
```
! wB97M-V def2-TZVPD RIJCOSX def2/J DEFGRID3
* xyz 1 1
C 1.245 0.000 0.000
C 0.031 0.000 0.000
N -2.342 0.000 0.000
N -1.243 0.000 0.000
H 2.310 0.000 0.000
*
```

***

ORCA calculation (ωB97M-V/def2-TZVPD) on a molecular structure, C3H2FO2Tl in a non-equilibrium geometry.

The value obtained for the relative energy (zero: lowest compared OMol25 entry of this formula, charge and spin) is 359.9 kJ/mol.

Structure (ORCA input):
```
! wB97M-V def2-TZVPD RIJCOSX def2/J DEFGRID3
* xyz 0 1
O 1.003 0.392 -0.148
C 0.437 -0.244 -1.127
C 0.112 0.358 1.035
O -0.808 -0.512 -0.864
C -1.221 -0.091 0.514
H 0.099 1.354 1.490
H 0.570 -0.353 1.733
F -1.914 1.132 0.170
Tl 1.722 -2.037 -2.804
*
```

***

no.,E_HOMO (Ha),gap between HOMO and LUMO (eV),electronic energy (a.u.)
1,-0.294,8.3348,-3975.8891
2,-0.292,8.2851,-1849.9657
3,-0.375,11.0474,-302.6408
4,-0.338,8.0566,-5018.8216
5,-0.675,10.9109,-185.8868
6,-0.237,4.9125,-538.1819